No. 1
ORCA calculation (the ωB97M-V functional and the def2-TZVPD basis) on a cluster of 12 separate species, C44H70O33S in total in a non-equilibrium geometry.

Each line ends with the Löwdin charge.
Cartesian coordinates (Å):
O (0.324, -0.293, -1.884)  -0.35
C (0.593, -0.163, -0.526)  -0.44
C (-0.575, 0.227, 0.525)  -0.37
O (-0.423, 0.608, 1.898)  -0.36
H (1.355, 0.592, -0.337)  0.04
H (1.117, -1.082, -0.263)  0.05
H (-1.315, -0.568, 0.431)  0.05
H (-1.038, 1.119, 0.105)  0.06
C (-2.501, 3.113, -2.286)  -0.01
C (-2.969, 3.624, -0.893)  -0.30
C (-1.855, 4.293, -0.081)  -0.12
O (-2.158, 5.630, -0.099)  0.11
C (-3.391, 5.794, -0.592)  -0.51
O (-4.031, 6.858, -0.696)  0.09
O (-3.901, 4.640, -1.019)  0.11
H (-2.054, 3.882, -2.916)  0.09
H (-3.312, 2.659, -2.856)  0.08
H (-1.807, 2.278, -2.187)  0.06
H (-3.449, 2.745, -0.464)  0.14
H (-0.904, 3.952, -0.490)  0.13
H (-1.778, 3.924, 0.942)  0.10
C (3.516, -3.244, -2.836)  0.01
C (3.679, -1.725, -2.631)  -0.30
C (4.121, -1.193, -1.269)  -0.08
O (5.126, -0.316, -1.648)  0.09
C (5.527, -0.465, -2.872)  -0.60
O (6.539, -0.033, -3.375)  0.13
O (4.700, -1.285, -3.535)  0.08
H (2.916, -3.663, -2.029)  0.06
H (4.476, -3.759, -2.843)  0.09
H (2.917, -3.372, -3.738)  0.07
H (2.790, -1.138, -2.860)  0.10
H (4.393, -2.005, -0.594)  0.13
H (3.293, -0.633, -0.834)  0.11
C (-0.838, 3.141, 5.890)  -0.01
C (-1.315, 1.714, 5.865)  -0.28
C (-0.435, 0.753, 5.143)  -0.18
O (0.370, 0.179, 6.062)  0.11
C (-0.101, 0.387, 7.265)  -0.56
O (0.457, 0.052, 8.284)  0.14
O (-1.201, 1.175, 7.213)  0.09
H (-1.287, 3.779, 6.651)  0.09
H (-1.146, 3.680, 4.994)  0.07
H (0.246, 3.229, 5.962)  0.10
H (-2.362, 1.703, 5.564)  0.14
H (0.120, 1.187, 4.312)  0.11
H (-1.046, 0.033, 4.597)  0.12
C (-2.319, -4.078, 1.329)  0.00
C (-1.159, -3.405, 2.028)  -0.27
C (-1.466, -2.448, 3.133)  -0.16
O (-0.715, -2.822, 4.210)  0.05
C (0.002, -3.971, 3.925)  -0.59
O (0.739, -4.522, 4.698)  0.13
O (-0.338, -4.359, 2.753)  0.11
H (-2.034, -4.678, 0.465)  0.05
H (-3.039, -3.311, 1.042)  0.08
H (-2.854, -4.774, 1.974)  0.09
H (-0.426, -2.952, 1.360)  0.14
H (-2.485, -2.605, 3.487)  0.14
H (-1.140, -1.445, 2.858)  0.10
C (3.275, 2.384, -2.007)  0.02
C (2.462, 1.953, -3.319)  -0.22
C (1.070, 2.647, -3.421)  -0.12
O (1.020, 3.131, -4.715)  0.06
C (2.147, 2.892, -5.383)  -0.57
O (2.312, 3.179, -6.549)  0.11
O (3.096, 2.393, -4.552)  0.07
H (2.914, 1.769, -1.183)  0.05
H (3.250, 3.459, -1.829)  0.09
H (4.319, 2.103, -2.151)  0.07
H (2.315, 0.875, -3.393)  0.11
H (0.931, 3.528, -2.795)  0.13
H (0.284, 1.912, -3.244)  0.09
C (-4.604, 0.473, 1.990)  0.01
C (-4.084, 1.426, 3.014)  -0.31
C (-3.050, 2.356, 2.506)  -0.12
O (-3.670, 3.618, 2.640)  0.08
C (-4.881, 3.504, 3.192)  -0.60
O (-5.639, 4.438, 3.475)  0.10
O (-5.115, 2.290, 3.464)  0.13
H (-4.918, 0.987, 1.082)  0.09
H (-5.473, -0.099, 2.315)  0.10
H (-3.784, -0.198, 1.735)  0.09
H (-3.728, 0.988, 3.946)  0.15
H (-2.955, 2.083, 1.455)  0.11
H (-2.179, 2.382, 3.160)  0.12
C (-3.688, -2.961, -2.697)  0.00
C (-3.618, -1.689, -1.878)  -0.34
C (-3.270, -0.458, -2.593)  -0.11
O (-4.412, 0.310, -2.481)  0.06
C (-5.382, -0.262, -1.761)  -0.49
O (-6.563, 0.107, -1.577)  0.09
O (-4.884, -1.442, -1.297)  0.07
H (-2.729, -3.478, -2.674)  0.06
H (-4.063, -2.817, -3.710)  0.09
H (-4.355, -3.643, -2.170)  0.09
H (-2.976, -1.886, -1.020)  0.13
H (-2.993, -0.628, -3.634)  0.15
H (-2.536, 0.062, -1.979)  0.12
C (2.396, -0.971, -6.653)  0.01
C (1.355, -1.282, -5.550)  -0.30
C (0.144, -0.349, -5.557)  -0.10
O (-0.935, -1.193, -5.724)  0.08
C (-0.494, -2.473, -5.669)  -0.55
O (-1.190, -3.458, -5.552)  0.12
O (0.806, -2.533, -5.827)  0.10
H (2.798, 0.040, -6.582)  0.08
H (1.928, -0.949, -7.637)  0.09
H (3.191, -1.716, -6.635)  0.09
H (1.830, -1.268, -4.569)  0.12
H (0.291, 0.380, -6.354)  0.14
H (-0.013, 0.132, -4.591)  0.12
C (0.976, 4.005, 2.650)  0.00
C (2.119, 3.001, 2.939)  -0.36
C (2.639, 2.345, 1.712)  -0.11
O (3.997, 2.673, 1.730)  0.12
C (4.320, 3.392, 2.753)  -0.55
O (5.431, 3.786, 3.062)  0.13
O (3.167, 3.724, 3.417)  0.09
H (1.264, 4.651, 1.820)  0.09
H (0.846, 4.670, 3.503)  0.08
H (0.017, 3.500, 2.534)  0.06
H (1.779, 2.192, 3.584)  0.13
H (2.080, 2.678, 0.838)  0.12
H (2.476, 1.274, 1.834)  0.12
C (3.057, -3.021, 2.377)  0.00
C (2.862, -1.533, 2.690)  -0.32
C (2.269, -1.088, 3.973)  -0.10
O (3.179, -0.191, 4.506)  0.13
C (4.290, -0.275, 3.856)  -0.60
O (5.324, 0.287, 4.106)  0.15
O (4.189, -1.152, 2.852)  0.09
H (2.161, -3.450, 1.929)  0.07
H (3.296, -3.673, 3.218)  0.09
H (3.813, -3.152, 1.603)  0.07
H (2.376, -1.093, 1.820)  0.13
H (2.133, -1.978, 4.587)  0.14
H (1.332, -0.552, 3.827)  0.11
C (0.207, -3.815, -1.663)  -0.24
S (0.502, -5.661, -1.631)  0.88
O (-0.581, -6.165, -0.649)  -0.61
C (-0.360, -5.919, -3.260)  -0.25
H (0.589, -3.428, -0.718)  0.03
H (-0.866, -3.624, -1.646)  0.03
H (0.640, -3.359, -2.554)  0.04
H (-1.370, -5.508, -3.275)  0.04
H (-0.364, -6.930, -3.666)  0.05
H (0.114, -5.310, -4.030)  0.03

Computed properties:
HOMO (eV): -2.912
Gap between HOMO and LUMO (eV): 6.250
Charge: -2

No. 2
ORCA calculation (the ωB97M-V functional and the def2-TZVPD basis) on a structure of composition C5H10O3Tl in a non-equilibrium geometry.

Each line ends with the Löwdin charge.
Cartesian coordinates (Å):
C (1.166, -2.007, 0.970)  -0.08
O (1.548, -1.028, 0.024)  -0.55
C (1.164, -1.333, -1.302)  -0.12
H (1.459, -1.646, 1.963)  0.10
H (0.073, -2.151, 0.954)  0.10
H (1.677, -2.960, 0.763)  0.11
H (0.886, -0.254, -1.706)  0.12
H (1.792, -2.186, -1.614)  0.13
Tl (2.038, 1.088, 0.456)  1.14
O (0.376, 2.257, -0.687)  -0.25
C (-0.642, 1.571, -0.943)  -0.31
C (-1.090, 0.549, -0.097)  -0.14
O (-2.074, -0.344, -0.441)  0.02
C (-2.063, -1.098, -1.466)  0.12
H (-1.014, 1.512, -1.989)  0.15
H (-1.024, 0.633, 0.986)  0.14
H (-2.566, -2.059, -1.345)  0.13
H (-1.586, -0.745, -2.387)  0.12
H (0.255, -1.720, -1.778)  0.07

Computed properties:
HOMO (spin up / spin down) (eV): -12.520 / -12.742
Gap between HOMO and LUMO (spin up / spin down) (eV): 6.780 / 7.500
Charge: +1

No. 3
ORCA calculation (the ωB97M-V functional and the def2-TZVPD basis) on a cluster of 3 separate species, C6H18N2O in total.

Each line ends with the Löwdin charge.
Cartesian coordinates (Å):
C (0.181, 0.242, 1.548)  -0.61
C (1.521, 0.854, 1.967)  -0.04
C (-0.734, 1.309, 0.938)  -0.03
C (-0.504, -0.442, 2.732)  -0.04
N (0.426, -0.788, 0.497)  0.13
H (0.986, -1.564, 0.837)  0.15
H (0.857, -0.377, -0.384)  0.07
H (-1.441, -0.906, 2.418)  0.09
H (2.016, 1.324, 1.115)  0.08
H (1.368, 1.614, 2.733)  0.09
H (2.189, 0.093, 2.379)  0.08
H (-1.680, 0.869, 0.620)  0.09
H (-0.264, 1.771, 0.069)  0.09
H (-0.942, 2.084, 1.676)  0.09
H (-0.727, 0.287, 3.513)  0.09
H (0.137, -1.213, 3.168)  0.08
C (-1.150, -0.500, -2.073)  -0.50
C (0.925, 0.059, -2.249)  -0.13
N (-1.407, -0.953, -3.367)  0.06
O (-1.377, -1.338, -1.120)  -0.15
H (-0.523, -1.144, -0.075)  0.07
H (-1.449, 0.545, -1.942)  0.10
H (-1.150, -1.924, -3.494)  0.09
H (-1.040, -0.364, -4.101)  0.08
H (1.724, 0.534, -1.656)  -0.02
H (1.320, -0.856, -2.703)  0.00
H (0.739, 0.784, -3.046)  -0.01

Computed properties:
HOMO (eV): -7.143
Gap between HOMO and LUMO (eV): 7.788

No. 4
ORCA calculation (the ωB97M-V functional and the def2-TZVPD basis) on the molecule C19H19N3O2S in a non-equilibrium geometry.

Each line ends with the Löwdin charge.
Cartesian coordinates (Å):
C (-5.118, -2.579, -1.217)  -0.12
C (-5.971, -1.333, -1.430)  -0.27
C (-5.911, -0.359, -0.256)  -0.22
C (-4.532, 0.269, -0.075)  -0.13
C (-4.541, 1.336, 0.989)  -0.47
O (-5.502, 1.693, 1.631)  0.07
N (-3.319, 1.922, 1.206)  0.03
N (-2.219, 1.575, 0.528)  0.05
C (-1.117, 2.172, 0.780)  -0.07
C (0.082, 1.838, 0.085)  -0.26
C (0.344, 0.928, -0.918)  0.00
C (1.707, 1.053, -1.226)  -0.06
C (2.192, 2.015, -0.374)  -0.62
S (3.786, 2.716, -0.239)  1.06
C (4.780, 1.247, -0.234)  -0.44
C (5.977, 1.245, -0.906)  -0.10
C (6.799, 0.110, -0.895)  -0.07
C (6.417, -1.019, -0.225)  -0.03
C (5.202, -1.045, 0.487)  -0.15
C (4.755, -2.169, 1.214)  -0.01
C (3.577, -2.102, 1.905)  -0.05
C (2.851, -0.899, 1.877)  -0.11
N (3.226, 0.154, 1.209)  0.11
C (4.371, 0.110, 0.506)  -0.24
O (1.221, 2.501, 0.407)  0.03
H (-5.262, -3.280, -2.036)  0.07
H (-5.397, -3.075, -0.290)  0.07
H (-4.062, -2.328, -1.169)  0.06
H (-7.010, -1.638, -1.574)  0.10
H (-5.647, -0.824, -2.341)  0.10
H (-6.192, -0.873, 0.664)  0.12
H (-6.636, 0.442, -0.413)  0.11
H (-3.788, -0.476, 0.208)  0.11
H (-4.191, 0.728, -1.006)  0.13
H (-3.275, 2.658, 1.916)  0.16
H (-1.034, 2.962, 1.534)  0.13
H (-0.371, 0.271, -1.368)  0.11
H (2.270, 0.509, -1.957)  0.12
H (6.281, 2.127, -1.447)  0.10
H (7.734, 0.136, -1.434)  0.11
H (7.039, -1.903, -0.224)  0.11
H (5.356, -3.068, 1.213)  0.12
H (3.205, -2.943, 2.470)  0.10
H (1.924, -0.800, 2.427)  0.11

Computed properties:
HOMO (eV): -7.502
Gap between HOMO and LUMO (eV): 7.370
SMILES: CCCCC(=O)N/N=C/c1ccc(Sc2cccc3cccnc23)o1